Molecular formula: H4N2O2
Method: DFT, ωB97M-V/def2-TZVPD

XYZ file:
```
8
Properties=species:S:1:pos:R:3:forces:R:3
N -1.189756 -0.618273 -0.274082 -2.631 -0.912 0.546
N 1.522710 0.615003 0.452349 0.278 2.079 -2.121
O -0.837715 0.527429 0.207674 -1.095 -0.186 -0.321
O 2.268269 -0.370987 0.205708 -0.156 -0.304 0.241
H -1.857851 -1.186851 0.392712 1.828 1.192 -1.580
H -1.573098 -0.549645 -1.247075 0.576 -0.215 1.003
H 1.561873 1.392856 -0.346009 -0.106 -1.656 2.089
H 0.517465 0.469630 0.771775 1.305 0.002 0.142
```
Positions in Å, forces in eV/Å.

For the HOMO-LUMO gap (alpha / beta), the calculation gives 9.858 / 7.298 eV. Its energy relative to the best compared isomer or geometry (same formula, charge and spin) is 46.4 kcal/mol.

Atomic partial charges in e from the Mulliken method, atoms 1 to 6: -0.20, -0.15, -0.41, -0.39, 0.28, 0.27

---

Molecular formula: C22H34N11SZr
Method: DFT, ωB97M-V/def2-TZVPD

XYZ file:
```
69
Properties=species:S:1:pos:R:3:forces:R:3
Zr -0.666319 -0.369913 -0.336613 -0.447 -1.244 -1.660
C 0.094781 -4.404813 -1.600813 -0.109 0.355 0.116
C -0.622519 -3.165113 -1.105713 -0.713 -1.072 0.688
N -0.446019 -1.964313 -1.701813 0.324 0.654 -0.236
N 0.522581 -1.842013 -2.672613 0.522 -0.002 -1.260
C 0.299281 -0.937613 -3.573913 -0.212 -0.707 0.336
N 1.373581 -0.637613 -4.436713 0.310 -0.019 -0.134
S -1.166019 -0.083813 -3.831213 -0.712 0.254 -0.595
C -1.583419 -3.200413 -0.096313 0.780 0.010 -0.961
C -2.068719 -4.417313 0.469287 -0.318 -0.285 0.348
C -3.165519 -4.438413 1.267787 0.383 -0.313 -0.231
C -3.806919 -3.201013 1.557587 0.036 0.729 -0.112
C -3.259019 -2.048713 1.058787 -1.200 -0.166 0.557
N -2.177119 -1.956913 0.268487 1.137 0.372 -0.176
H 0.777281 -4.111013 -2.399213 -0.038 -0.086 0.093
H 0.665681 -4.868513 -0.792413 0.016 -0.088 -0.050
H -0.606019 -5.146913 -1.995513 0.015 0.009 0.018
H 2.047881 -1.394713 -4.461813 -0.055 -0.040 0.030
H 1.044781 -0.393413 -5.363513 -0.035 -0.012 0.178
H -1.563219 -5.337413 0.212587 0.051 -0.058 -0.027
H -3.571119 -5.362013 1.664887 0.134 -0.050 -0.031
H -4.701119 -3.167813 2.166287 0.041 0.141 0.001
H -3.749419 -1.113113 1.306687 0.074 0.000 -0.023
C 4.899781 0.551987 -1.764013 0.176 0.044 -0.104
N 3.927781 0.466787 -0.692113 -0.644 -0.169 -0.232
C 4.270581 -0.520113 0.306487 -0.038 -0.029 0.136
C 2.562481 0.512987 -1.048513 -0.198 -0.366 0.283
N 1.674981 -0.373113 -0.780813 0.677 0.604 0.315
N 2.241381 1.706887 -1.660813 0.357 0.106 0.125
C 0.973381 2.136087 -2.006313 -1.012 -0.242 -0.469
N 0.997881 3.395487 -2.633513 -0.064 -0.245 0.237
N -0.079219 1.455087 -1.763613 1.200 0.869 -0.085
H 5.842181 0.918587 -1.350413 0.006 -0.016 -0.095
H 4.560881 1.239087 -2.536113 0.034 -0.022 -0.022
H 5.079481 -0.425213 -2.233713 -0.031 0.044 0.015
H 5.245881 -0.256513 0.716087 0.016 -0.066 0.037
H 4.324081 -1.540613 -0.096113 0.002 -0.001 -0.006
H 3.529481 -0.487113 1.103887 0.046 -0.074 0.065
H 2.051981 -1.249613 -0.421013 -0.021 0.265 -0.094
H 2.944081 2.429087 -1.595313 -0.148 -0.146 0.120
H 1.795581 3.543587 -3.236113 -0.062 -0.143 -0.058
H 0.136581 3.589787 -3.125613 0.038 -0.047 0.032
H -0.929819 1.874387 -2.135813 0.298 -0.158 0.028
N 0.283281 -0.784913 1.441187 0.310 0.218 1.248
C 0.498181 0.312187 2.060187 -0.262 -0.133 -0.748
C 1.156581 0.397887 3.334487 0.635 0.773 1.426
C 1.333881 1.581587 3.989987 0.227 -1.794 -0.167
C 0.842481 2.804987 3.458887 -0.650 1.021 -0.922
C 0.215881 2.853687 2.265087 0.498 0.129 0.418
C 0.106281 1.656587 1.371887 -0.174 -0.044 -0.050
H 1.448381 -0.533613 3.805487 0.065 -0.057 -0.070
H 1.837981 1.602087 4.948587 -0.049 -0.095 0.071
H 0.965981 3.706787 4.051787 -0.053 0.009 -0.104
H -0.141019 3.795187 1.875687 -0.064 0.098 -0.033
H 0.917381 1.795487 0.621787 0.029 0.078 0.279
C -2.525219 1.019187 2.522887 0.151 0.054 -0.483
C -2.382819 1.734387 1.158787 -0.705 0.367 0.318
C -3.420319 1.221387 0.122587 0.607 0.090 0.216
C -2.721519 3.239687 1.377087 0.116 -0.455 -0.039
N -1.098119 1.499887 0.552987 -0.330 1.049 1.132
H -3.551019 1.069887 2.887187 -0.074 -0.042 0.126
H -1.863419 1.504687 3.240487 -0.023 0.007 0.162
H -2.198819 -0.017313 2.425687 -0.186 -0.017 0.127
H -4.394319 1.043787 0.577987 -0.015 -0.143 -0.017
H -3.058019 0.297987 -0.366513 -0.565 0.156 0.111
H -3.547319 1.979687 -0.650213 0.050 -0.051 -0.152
H -3.798319 3.364287 1.473387 -0.193 0.067 0.059
H -2.373719 3.820787 0.525887 0.006 0.050 -0.159
H -2.255119 3.629087 2.275987 0.033 0.076 0.154
```
Positions in Å, forces in eV/Å.

The total charge is -1. For the HOMO-LUMO gap (alpha / beta), the calculation gives 3.769 / 3.768 eV. Its energy relative to the best compared isomer or geometry (same formula, charge and spin) is 78.4 kcal/mol.

Atomic partial charges in e from the Mulliken method, atoms 1 to 6: 0.07, -1.79, 0.98, 0.51, -1.14, 0.14

---

Molecular formula: C14H113F3IN3O44PS
Method: DFT, ωB97M-V/def2-TZVPD

XYZ file:
```
180
Properties=species:S:1:pos:R:3:forces:R:3
C -4.442510 2.776854 0.051833 0.360 -0.184 0.123
C -3.642210 3.013740 1.330764 -0.442 -0.683 -0.730
C -3.035173 1.733654 1.854077 0.035 0.627 0.549
C -1.879452 1.946023 2.816141 -0.793 -0.728 -0.246
C -1.131633 0.638093 3.057678 0.278 1.049 0.027
C 0.281683 0.678800 2.497508 -0.163 -0.999 0.157
C 1.053055 -0.634658 2.713922 0.458 0.461 -0.323
C 1.995991 -1.089133 1.596923 -1.423 0.348 0.461
N 1.284603 -1.971834 0.582230 0.771 1.029 -0.266
C 1.931385 -3.209009 0.243398 -0.665 0.158 -0.331
O 0.945890 -4.249682 0.174504 0.392 0.342 0.054
C 0.423322 -4.657672 1.346960 -0.333 -0.301 -0.929
F 0.553307 -5.972285 1.393532 0.464 -1.202 0.427
F 0.963663 -4.112311 2.409387 0.857 0.373 0.931
F -0.883487 -4.449732 1.437159 -0.779 0.536 -0.246
C 0.989691 -1.286306 -0.627860 -0.689 0.559 0.044
N 1.919966 -0.856664 -1.495815 1.161 -1.330 -0.289
C 2.102107 -1.481629 -2.859275 -0.387 1.372 -0.282
C 2.499483 -0.475203 -3.916009 -0.034 -0.146 -0.111
C 3.342516 0.643103 -3.404532 0.136 -0.026 -0.469
O 1.349841 -0.017853 -4.633806 0.176 0.384 -0.298
N -0.260520 -0.991310 -0.894260 -0.277 0.180 0.538
I -0.747416 0.039789 -2.607053 -0.690 0.065 0.780
P -1.665876 -1.402113 0.081192 -1.012 -1.130 -0.955
S -2.697743 -2.813173 -0.711334 0.163 -0.080 0.131
H -4.181739 1.834272 -0.405297 0.123 -0.513 -0.218
H -4.241146 3.530506 -0.687122 -0.114 0.501 -0.302
H -5.487904 2.768583 0.264433 -0.728 -0.017 -0.033
H -2.860087 3.696465 1.089211 0.685 0.748 0.123
H -4.312514 3.429556 2.059334 -0.008 0.481 0.527
H -3.816181 1.166345 2.342515 -0.210 -0.540 0.032
H -2.628054 1.166754 1.029813 -0.076 -0.114 -0.346
H -1.239557 2.660053 2.358642 0.796 0.828 -0.200
H -2.248303 2.341981 3.748315 -0.143 0.373 0.343
H -1.718468 -0.167338 2.649679 -0.213 -0.512 0.031
H -1.104995 0.533729 4.128460 0.297 -0.671 0.523
H 0.803018 1.458054 3.013703 0.380 0.560 0.227
H 0.314088 0.964917 1.455442 -0.309 0.102 -0.621
H 0.392904 -1.433990 3.018266 -0.267 -0.444 -0.016
H 1.721317 -0.461865 3.535662 0.256 0.036 0.678
H 2.846000 -1.552377 2.079912 -0.002 -0.645 -0.519
H 2.395648 -0.218458 1.104039 0.001 0.176 -0.126
H 2.348830 -3.158684 -0.739134 0.105 -0.375 -0.840
H 2.751481 -3.447851 0.881810 0.235 -0.221 0.919
H 2.839300 -0.818831 -1.047086 -0.071 0.199 0.115
H 1.229937 -1.974825 -3.224516 -0.788 -0.341 0.277
H 2.862379 -2.235016 -2.837343 0.587 -0.333 0.539
H 3.099646 -1.018144 -4.624438 0.363 -0.450 -0.393
H 2.820069 1.303568 -2.735900 -0.252 0.247 0.462
H 3.695623 1.210165 -4.244878 0.170 0.450 -0.281
H 4.228734 0.240081 -2.955930 0.520 -0.189 0.577
H 1.494844 0.916171 -4.829419 -0.116 -0.058 -0.093
H -1.241013 -1.564708 1.391104 0.454 0.067 0.021
H -2.340172 -0.192146 0.020892 0.346 0.276 0.080
O -6.641948 4.673115 1.159520 -0.149 -0.438 0.270
H -6.560467 5.537138 1.576016 -0.054 -0.011 -0.069
H -7.207220 4.846514 0.394974 0.353 0.487 -0.156
O 1.267704 -4.336953 -3.032756 -0.109 -0.286 -0.106
H 0.486258 -4.647461 -2.547121 0.113 -0.140 0.157
H 1.112514 -4.667216 -3.927470 -0.087 0.092 0.004
O 1.197207 3.770387 -0.749607 0.225 -0.257 -0.505
H 2.135484 3.933655 -0.936972 0.060 0.097 0.389
H 1.063860 2.846522 -1.002049 -0.051 -0.052 0.394
O 4.202415 4.154115 -0.197262 -0.039 0.101 0.098
H 4.209290 3.956249 0.748844 0.380 0.393 0.028
H 4.710695 4.969024 -0.275761 -0.043 0.006 -0.106
O -8.667179 2.422892 1.037284 -0.114 -0.150 -0.163
H -8.076106 3.183627 0.967897 0.071 -0.076 0.292
H -8.186224 1.696307 0.627630 0.051 0.083 0.028
O -6.647127 5.813966 -1.565724 -0.179 0.046 -0.182
H -6.390589 5.391984 -2.396268 -0.016 -0.033 -0.071
H -6.818973 6.731199 -1.811402 0.138 0.076 0.071
O -8.581815 6.647512 0.562413 -0.291 -0.048 -0.085
H -9.268230 6.259785 1.121150 0.044 0.166 0.134
H -8.874943 6.466930 -0.338438 0.162 0.062 -0.023
O -1.016078 -6.366597 -1.316384 -0.096 0.167 -0.182
H -0.875958 -6.011086 -0.432503 -0.037 -0.183 -0.048
H -1.977385 -6.421022 -1.382303 -0.021 0.212 0.197
O -9.701758 7.475565 3.094298 0.216 0.158 0.056
H -9.087155 8.114098 2.710866 -0.185 -0.019 -0.276
H -10.548451 7.936171 3.095770 0.008 -0.077 0.112
O 1.467306 -0.215513 6.063193 0.185 -0.317 0.256
H 2.326039 -0.247781 6.501651 -0.023 0.091 -0.014
H 1.282882 -1.132925 5.835345 -0.126 0.072 -0.008
O -6.683830 5.161789 -4.654912 -0.073 -0.051 0.183
H -7.471634 5.712449 -4.733972 0.104 0.064 -0.153
H -6.475186 4.934156 -5.566436 0.013 0.040 0.051
O 4.527336 -1.273986 3.368538 -0.147 -0.041 -0.048
H 5.363899 -0.822036 3.200309 -0.002 0.017 0.120
H 4.684722 -2.166909 3.047365 0.068 0.045 0.052
O 4.840987 -3.993138 -2.484039 -0.031 0.156 0.221
H 3.897075 -4.118889 -2.650104 0.172 -0.037 -0.012
H 5.073588 -4.767301 -1.951905 -0.254 -0.034 0.198
O 1.072507 3.883335 -3.603888 0.398 -0.148 -0.948
H 1.118069 3.772239 -2.654845 -0.253 0.248 0.643
H 1.519375 4.722697 -3.766982 -0.201 0.063 -0.023
O 0.785235 2.385742 5.361414 -0.292 0.343 -0.035
H -0.163406 2.410883 5.187962 0.049 0.184 -0.022
H 0.910687 1.529169 5.780997 0.204 -0.279 -0.144
O 4.393431 -0.730169 -0.057532 -0.133 -0.189 -0.574
H 5.145194 -0.195483 -0.361960 0.445 -0.217 0.209
H 4.570880 -1.588125 -0.471219 0.228 0.074 0.186
O -7.882371 7.177041 -6.633746 -0.090 0.089 0.024
H -7.268077 7.824005 -6.996955 0.017 -0.060 0.052
H -8.732806 7.629977 -6.630390 0.021 -0.062 -0.033
O 0.663323 -6.636672 4.556576 0.042 0.011 -0.307
H 0.907515 -7.336660 3.938879 -0.050 -0.077 0.165
H 0.710421 -5.843703 4.012934 -0.018 0.040 0.164
O -1.917950 -1.226749 -5.323574 0.129 0.060 0.232
H -0.967618 -1.095896 -5.436226 -0.082 -0.045 -0.170
H -2.092162 -2.010755 -5.855256 0.012 0.068 -0.041
O 3.921341 -6.374820 -0.911905 0.025 0.363 0.477
H 3.254207 -6.729628 -0.318841 0.008 -0.031 0.143
H 3.762908 -6.831681 -1.738394 0.013 -0.302 -0.632
O 3.542518 3.208255 -5.227348 -0.063 -0.049 -0.061
H 2.731597 3.233927 -4.699943 -0.117 0.113 0.016
H 3.299122 2.754638 -6.040731 0.042 0.155 -0.091
O 6.998125 -2.449106 4.285886 -0.053 -0.283 0.277
H 6.280593 -2.753938 4.852744 0.033 0.104 0.038
H 6.821149 -2.821013 3.415737 0.331 0.171 -0.073
O 6.772900 -5.436023 -4.305158 0.061 -0.024 0.024
H 6.002222 -5.905698 -4.637550 0.098 -0.031 0.057
H 6.427441 -4.880721 -3.596353 -0.119 0.091 -0.237
O -1.170351 2.018484 7.711536 0.041 0.049 -0.087
H -0.624309 2.796543 7.542818 0.007 -0.027 0.025
H -0.595994 1.275407 7.498044 -0.067 -0.021 0.098
O 3.281356 1.828026 1.060842 -0.031 0.134 -0.220
H 3.688245 1.208343 0.442303 0.067 0.103 0.152
H 3.287356 2.673394 0.589305 -0.423 -0.695 -0.004
O 7.101002 -0.782882 -0.504216 -0.229 0.167 -0.044
H 8.022441 -0.730842 -0.200438 -0.110 -0.033 -0.174
H 6.979279 -1.709198 -0.726782 0.182 -0.070 0.020
O 8.302200 -2.465710 1.794948 -0.249 -0.124 -0.342
H 9.196741 -2.465209 2.160485 -0.099 -0.118 0.220
H 8.160010 -3.391969 1.570067 0.204 0.049 -0.143
O -3.454671 3.956689 7.196390 0.106 -0.026 -0.015
H -2.978273 3.171111 7.494310 -0.044 -0.017 -0.068
H -3.471088 3.891310 6.235311 -0.081 0.042 0.050
O -2.020146 -8.157353 -3.589988 -0.088 0.168 0.093
H -2.493656 -7.499810 -4.110379 0.023 -0.097 -0.039
H -1.822748 -7.721788 -2.752364 0.235 -0.238 -0.153
O 9.856173 -1.126746 -0.896923 0.302 -0.133 -0.060
H 10.645220 -0.620654 -1.129455 -0.019 0.043 0.091
H 9.804991 -1.812696 -1.573299 -0.016 0.074 0.039
O 3.978036 -2.691875 -6.288325 -0.211 -0.098 0.106
H 3.073319 -2.716362 -6.619495 0.097 0.003 -0.078
H 4.442992 -3.377418 -6.780820 0.058 0.085 0.009
O -6.801153 7.658977 4.358136 -0.051 0.150 -0.023
H -7.699106 7.490422 4.050542 -0.104 -0.208 0.149
H -6.908931 8.030426 5.240930 0.035 -0.053 -0.023
O -0.598152 -10.329261 -5.112587 0.045 0.021 0.004
H -1.453005 -10.464288 -5.533212 0.047 -0.024 0.050
H -0.784026 -9.707692 -4.397094 -0.115 0.028 -0.099
O 3.172476 -6.605413 -3.620206 -0.229 0.846 0.185
H 2.772249 -5.764624 -3.303957 0.059 -0.766 -0.221
H 3.565071 -6.380482 -4.470856 -0.008 -0.167 0.016
O -6.607071 9.020093 -0.872238 0.055 -0.036 0.120
H -6.375244 8.566131 -0.053737 -0.082 -0.060 -0.057
H -6.385876 9.941985 -0.704037 -0.024 -0.032 -0.105
O -11.176300 0.241808 1.401379 0.120 -0.004 -0.090
H -10.566605 0.985957 1.324206 -0.010 0.088 0.067
H -10.710751 -0.495501 0.994312 -0.066 0.015 0.039
O 9.872078 -4.112303 3.549933 0.026 -0.012 0.033
H 10.075084 -3.783493 4.433221 0.036 0.004 -0.052
H 8.960685 -4.414828 3.626531 0.045 0.040 0.126
O 12.587050 -1.333097 0.501803 -0.184 0.032 0.056
H 12.793852 -1.018596 1.388321 0.071 -0.008 -0.069
H 11.694470 -1.692516 0.572986 0.039 -0.006 -0.032
O -0.954822 -2.150256 -7.832633 0.116 0.043 -0.157
H -0.137069 -1.871726 -8.258692 -0.053 -0.067 -0.024
H -1.627414 -1.572384 -8.211505 0.009 -0.031 0.027
O -6.062243 3.541842 4.042140 -0.116 0.005 -0.005
H -5.970871 4.400317 4.470113 0.149 -0.047 -0.015
H -6.635039 3.709985 3.283467 0.071 -0.043 -0.057
O -2.316656 -7.328376 2.126597 0.113 0.045 0.014
H -2.270091 -7.573749 3.057837 -0.037 -0.029 -0.056
H -1.943077 -6.442739 2.097801 -0.090 0.019 0.081
O -4.281430 6.297440 4.172245 -0.017 0.009 -0.078
H -3.644602 6.921930 3.812026 -0.001 -0.067 0.039
H -5.123150 6.777359 4.180919 -0.006 0.035 0.029
```
Positions in Å, forces in eV/Å.

The total charge is +1. For the HOMO-LUMO gap, the calculation gives 8.009 eV.

Atomic partial charges in e from the Mulliken method, atoms 1 to 6: -0.91, -0.40, 0.46, -1.17, -1.17, -0.34

---

Molecular formula: C2HClO2S
Method: DFT, ωB97M-V/def2-TZVPD

XYZ file:
```
7
Properties=species:S:1:pos:R:3:forces:R:3
C -0.605599 -0.373362 -0.331328 2.338 -1.919 0.279
C -1.111171 0.917571 -0.168271 0.232 2.254 -0.151
O 0.426416 -0.611295 -0.992197 -1.570 0.508 -2.306
O -1.567712 1.959554 -0.321435 0.442 -1.392 0.448
S 1.505938 0.117115 1.544552 -0.652 0.730 0.970
Cl 2.431527 -0.810454 0.111416 0.184 -0.070 0.146
H -1.079398 -1.199129 0.157263 -0.974 -0.112 0.614
```
Positions in Å, forces in eV/Å.

For the HOMO-LUMO gap (alpha / beta), the calculation gives 6.239 / 6.242 eV. Its energy relative to the best compared isomer or geometry (same formula, charge and spin) is 75.2 kcal/mol.

Atomic partial charges in e from the Mulliken method, atoms 1 to 6: -0.44, 0.90, -0.47, -0.20, -0.18, 0.04

---

| no. | DFT total energy (eV) |
| --- | --- |
| 1 | -7134.406 |
| 2 | -51873.318 |
| 3 | -147283.542 |
| 4 | -29538.462 |